The following is a DFT calculation (the ωB97M-V functional and the def2-TZVPD basis) of an isolated molecule of C23H37N5O4S2.

Element x y z (Å)
C (-0.325, -3.370, 1.943)
C (-0.094, -1.995, 2.560)
C (-1.360, -1.139, 2.605)
C (-1.731, -0.606, 1.212)
N (-2.842, 0.327, 1.149)
C (-4.132, -0.211, 1.555)
C (-4.526, -1.465, 0.784)
C (-2.546, 1.600, 1.781)
C (-3.316, 2.753, 1.115)
N (-3.089, 2.741, -0.309)
C (-3.995, 2.240, -1.159)
O (-5.161, 2.026, -0.907)
C (-3.410, 1.954, -2.561)
N (-2.679, 0.703, -2.507)
C (-3.294, -0.462, -2.796)
N (-2.756, -1.631, -2.720)
C (-1.482, -1.659, -2.292)
S (-0.583, -3.109, -2.043)
C (0.799, -2.201, -1.457)
C (1.990, -2.979, -1.031)
C (0.568, -0.862, -1.480)
S (1.625, 0.488, -0.926)
O (1.011, 1.041, 0.245)
O (1.901, 1.311, -2.063)
N (3.021, -0.309, -0.441)
C (3.499, 0.009, 0.890)
C (4.264, 1.329, 0.918)
C (5.429, 1.290, -0.073)
C (6.187, 2.614, -0.081)
C (4.882, 0.964, -1.464)
C (4.075, -0.334, -1.437)
C (-0.733, -0.537, -1.957)
C (-1.349, 0.760, -2.041)
O (-0.851, 1.829, -1.752)
H (-0.658, -3.287, 0.912)
H (0.594, -3.952, 1.959)
H (-1.082, -3.914, 2.505)
H (0.670, -1.460, 1.989)
H (0.281, -2.127, 3.578)
H (-2.182, -1.729, 3.016)
H (-1.188, -0.289, 3.268)
H (-0.859, -0.089, 0.803)
H (-1.968, -1.442, 0.552)
H (-4.876, 0.559, 1.341)
H (-4.165, -0.418, 2.640)
H (-5.573, -1.686, 0.973)
H (-4.397, -1.304, -0.283)
H (-3.937, -2.328, 1.084)
H (-1.477, 1.790, 1.654)
H (-2.779, 1.604, 2.859)
H (-2.972, 3.703, 1.531)
H (-4.391, 2.662, 1.274)
H (-2.115, 2.750, -0.602)
H (-4.225, 1.868, -3.280)
H (-2.717, 2.746, -2.854)
H (-4.325, -0.404, -3.117)
H (1.707, -4.014, -0.855)
H (2.756, -2.960, -1.806)
H (2.416, -2.555, -0.126)
H (2.624, 0.062, 1.538)
H (4.143, -0.815, 1.219)
H (4.629, 1.519, 1.929)
H (3.574, 2.129, 0.642)
H (6.117, 0.491, 0.231)
H (6.580, 2.836, 0.908)
H (5.526, 3.424, -0.380)
H (7.019, 2.573, -0.781)
H (4.224, 1.767, -1.797)
H (5.700, 0.865, -2.180)
H (3.598, -0.499, -2.403)
H (4.728, -1.183, -1.207)

As for the spin multiplicity: 1. As for the gap between HOMO and LUMO: 8.44 eV. The SMILES is CCCCN(CC)CCNC(=O)Cn1cnc2sc(C)c(S(=O)(=O)N3CCC(C)CC3)c2c1=O. The charge is 0. The calculation puts the highest occupied orbital energy at -8.19 eV. Its energy relative to the best compared isomer or geometry (same formula, charge and spin) is 0.0 kJ/mol.

Löwdin atomic charge list, values in e, 6 entries: number 1, C, carries -0.101; number 2, C, carries -0.246; number 3, C, carries -0.175; number 4, C, carries -0.203; number 5, N, carries -0.165; number 6, C, carries -0.243